{
  "formula": "C11H28F2N2O7PV",
  "method": "wB97M-V/def2-TZVPD",
  "charge": 0,
  "gap_ha": [0.2836, 0.2960],
  "spin_multiplicity": 3,
  "de_lowest_kj_mol": 0.00,
  "homo_energy_ev": [-7.4, -7.7],
  "symbols": ["V", "P", "F", "F", "O", "O", "O", "O", "O", "O", "O", "N", "N", "C", "C", "C", "C", "C", "C", "C", "C", "C", "C", "C", "H", "H", "H", "H", "H", "H", "H", "H", "H", "H", "H", "H", "H", "H", "H", "H", "H", "H", "H", "H", "H", "H", "H", "H", "H", "H", "H", "H"],
  "positions_angstrom": [[-1.708724, 0.499115, -0.422064], [1.640565, -0.380516, -0.950968], [-3.514141, 0.939175, 0.301133], [-2.184609, 0.173183, -2.375231], [2.189569, 0.081781, -2.383420], [-0.934855, 2.383981, -0.684312], [-2.204327, -1.542156, -0.035877], [2.377787, 0.586572, 0.077371], [0.162624, -0.349375, -0.804713], [2.311753, -1.829454, -0.684521], [-0.952386, 0.380703, 1.569823], [0.681491, 0.352973, 3.107191], [-2.060085, -3.698068, -0.610536], [1.788574, -0.575302, -3.579647], [2.394362, 1.996797, -0.210143], [-2.735258, -2.636924, -0.153331], [-0.645563, -3.665672, -0.887352], [-0.863938, 4.591353, 0.374159], [-0.853028, 3.738254, -0.908798], [-0.390983, 0.898119, 2.532517], [3.633263, -2.080238, -1.187413], [1.243091, -0.951376, 2.812164], [-4.195406, -2.839547, 0.236370], [-0.840412, 2.206207, 3.098920], [1.157418, 0.861193, 3.832957], [2.037172, 2.250046, -1.206858], [-0.106623, 3.014988, 3.099950], [3.575249, -2.819231, -1.983197], [-0.750229, 5.650068, 0.123644], [-1.305253, 2.081314, 4.076734], [0.992597, -1.308123, -3.452288], [2.654462, -1.056222, -4.038874], [3.398859, 2.378515, -0.042680], [1.171578, -1.565351, 3.711316], [4.265188, -2.426138, -0.371223], [-4.601816, -3.655560, -0.360873], [-4.724902, -1.915229, 0.020139], [1.454718, 0.191764, -4.277044], [-2.514780, -4.593996, -0.626213], [-0.264307, -4.662220, -1.098849], [0.006065, 4.363160, 0.995633], [-0.131616, -3.252326, -0.017093], [-1.806495, 4.466400, 0.906834], [0.808610, -1.420992, 1.935229], [4.130099, -1.188961, -1.571271], [2.312307, -0.852479, 2.610592], [-1.592595, 2.664895, 2.453504], [-1.676257, 4.086968, -1.543713], [1.701468, 2.506901, 0.461008], [-0.378829, -3.030316, -1.732581], [0.070847, 4.016765, -1.437095], [-4.222299, -3.065416, 1.300991]],
  "forces_ev_per_a": [[-2.3486, 2.2702, -1.6833], [-0.3057, 0.3966, 0.0421], [2.0022, -0.5315, -0.7021], [0.5703, 0.2147, 2.1134], [-0.1902, -0.2017, 1.3814], [0.1396, -1.9049, 0.7387], [0.5506, 0.0928, -0.0208], [0.0717, -0.7440, -1.0524], [1.8546, -0.9168, -0.3366], [-0.8818, 1.2838, -0.1751], [0.1782, -0.4259, 0.3273], [0.4615, -0.4732, 0.1561], [-0.0631, -0.5877, -0.1817], [-0.0717, 0.0282, -0.9745], [-0.4945, 0.9473, 0.3569], [-0.8806, 0.4560, 0.1091], [0.5914, 0.4086, 0.1754], [0.1226, 0.0337, -0.4385], [-0.4609, 0.0847, 0.2689], [-0.0963, 0.7494, -0.7510], [0.5294, 0.1365, 0.1070], [0.6978, 0.0589, 0.2174], [0.8395, -0.0788, -0.5913], [-0.8749, 1.1090, -0.3600], [-0.2795, 0.1559, 0.0449], [0.1798, -0.3021, -0.1045], [0.5311, -0.4958, 0.4197], [-0.0311, -0.0854, 0.0853], [-0.1612, 0.0372, -0.1252], [0.2551, -0.0147, 0.1223], [-0.0657, 0.1264, 0.2573], [0.0611, -0.0689, 0.2439], [0.0681, -0.2066, -0.1007], [-0.2710, -0.3028, -0.2287], [-0.2437, -0.2643, 0.0540], [-0.2256, -0.0536, 0.2366], [0.0072, 0.0251, 0.1426], [-0.1822, -0.0379, 0.1309], [-0.1494, 0.1137, -0.0145], [-0.1984, -0.0843, 0.1344], [-0.1829, -0.2640, 0.2046], [0.1561, -0.0795, -0.0761], [0.1215, -0.0938, 0.1929], [-0.4136, 0.1226, 0.1623], [-0.3026, 0.1160, -0.0788], [-0.0206, 0.1278, -0.0984], [-0.1885, -0.6137, -0.1026], [-0.1006, 0.0568, -0.1100], [0.0261, -0.2055, 0.1089], [-0.3188, 0.1019, -0.0186], [0.1871, -0.2041, -0.2116], [-0.1990, -0.0121, 0.0027]]
}



{
  "formula": "C11H28N7O16PS",
  "method": "wB97M-V/def2-TZVPD",
  "charge": 0,
  "gap_ha": 0.2999,
  "smiles": "O=C1C[C@H]([PH2]=S)CO1.C[N+](=O)[O-].C[N+](=O)[O-].C[N+](=O)[O-].C[N+](=O)[O-].C[N+](=O)[O-].C[N+](=O)[O-].C[N+](=O)[O-]",
  "homo_energy_ev": -8.8,
  "symbols": ["S", "P", "O", "O", "O", "O", "O", "O", "O", "O", "O", "O", "O", "O", "O", "O", "O", "O", "N", "N", "N", "N", "N", "N", "N", "C", "C", "C", "C", "C", "C", "C", "C", "C", "C", "C", "H", "H", "H", "H", "H", "H", "H", "H", "H", "H", "H", "H", "H", "H", "H", "H", "H", "H", "H", "H", "H", "H", "H", "H", "H", "H", "H", "H"],
  "positions_angstrom": [[3.415290, 0.658075, 2.701115], [1.793339, 1.003789, 1.649555], [-2.728234, 1.537118, 0.367358], [-1.816004, -0.522420, 3.287615], [3.650669, 3.974736, 4.935291], [3.752612, -2.944723, 3.095723], [1.610162, -1.721492, -1.595522], [-2.325446, 3.161722, -3.153032], [1.376659, -0.995881, -7.242373], [-5.074897, -3.710289, -2.666260], [-4.901095, -5.902869, -2.791709], [-4.910554, 1.766180, 0.171499], [-2.420803, 5.324116, -3.563287], [3.718391, -3.307391, 5.268429], [3.684891, 4.337405, 2.762585], [-0.881265, -2.351846, -1.690479], [1.192301, 0.792941, -5.969785], [-2.379230, -1.696538, 1.510658], [-4.437287, -4.768880, -2.624150], [-2.691608, 4.315648, -2.901026], [4.262882, -2.936422, 4.222081], [1.252189, -0.428808, -6.150558], [-3.816777, 1.300874, -0.169482], [-2.638530, -1.073390, 2.546793], [4.195161, 4.345704, 3.888943], [2.461423, -0.835651, -0.733736], [-3.815559, 0.372731, -1.332274], [-2.978564, -4.674800, -2.346996], [-4.072305, -0.981005, 2.933176], [1.167280, -1.300268, -4.947692], [5.591686, 4.848900, 3.989189], [0.113078, -0.052258, -0.629831], [-3.534591, 4.502569, -1.689425], [1.375168, -0.387961, 0.410215], [0.140118, -1.538687, -1.392562], [5.659408, -2.433227, 4.322326], [-2.709803, -3.623741, -2.221531], [-4.439585, 3.906157, -1.822300], [6.218091, 4.209673, 3.363583], [5.978740, -2.482566, 5.365537], [1.186669, -1.419515, 0.979315], [-2.791618, 0.042350, -1.519595], [0.619146, 0.756670, -1.346744], [-2.452435, -5.108248, -3.199948], [0.295066, -1.945893, -5.069299], [3.476269, -1.339932, -0.388628], [1.779927, 2.318104, 1.022895], [-0.868820, 0.266640, -0.076733], [0.695632, 1.020336, 2.626228], [5.596477, 5.880972, 3.632789], [-4.453930, -0.475750, -1.077444], [2.789381, 0.021704, -1.489905], [5.911019, 4.799561, 5.032399], [-2.780208, -5.235452, -1.431190], [-4.152427, -0.408022, 3.859443], [-4.207342, 0.920614, -2.191661], [1.060347, -0.670462, -4.061911], [-4.600704, -0.477149, 2.121202], [-4.441338, -1.998657, 3.076049], [2.089124, -1.883267, -4.897388], [5.664199, -1.401155, 3.965926], [-3.781809, 5.561759, -1.590944], [-2.955841, 4.160019, -0.829237], [6.285813, -3.072455, 3.696721]],
  "forces_ev_per_a": [[-0.0862, 0.0950, -0.5861], [0.1088, -0.7907, 1.0458], [-1.5615, -0.0229, -0.3535], [-0.9930, -0.8768, -1.3074], [0.6249, 0.5324, -1.6779], [0.6570, -0.1121, 1.7061], [-2.7757, -0.6969, 0.7744], [-0.4376, 1.4986, 0.2477], [-0.1776, 0.9538, 1.5243], [0.5975, -1.5081, 0.0207], [0.4592, 1.7625, 0.2146], [1.7133, -0.4931, -0.2501], [-0.2788, -1.7175, 0.8726], [0.5891, 0.4837, -1.5955], [0.5872, 0.0154, 1.6407], [7.3822, 5.0509, 1.4730], [0.1185, -1.6916, -0.4596], [-0.1506, 0.9334, 1.3238], [-0.9576, -0.1936, -0.1959], [0.6098, 0.2598, -0.9780], [-1.1253, -0.3729, -0.0659], [0.0485, 0.7320, -0.9043], [-0.0851, 0.4369, 0.5047], [1.0951, 0.0956, -0.0202], [-1.1577, -0.4986, 0.0911], [-0.0995, 1.3063, -0.5726], [0.2356, -0.2281, -0.2166], [0.2120, 0.3564, 0.0617], [-0.1889, 0.1159, 0.2616], [-0.0421, 0.0222, 0.3126], [0.2456, 0.0257, 0.2068], [1.3723, -1.1480, 0.5462], [-0.1432, 0.2432, 0.1709], [-0.3961, -1.0723, -1.6001], [-2.5281, -0.8928, -0.0194], [0.2340, 0.0710, 0.2173], [-0.1555, -0.3374, -0.0380], [0.2139, 0.0111, 0.0772], [-0.1779, 0.1852, -0.0001], [-0.2098, -0.0407, -0.2506], [0.2172, 2.5207, -0.7290], [-0.2560, 0.1113, 0.1206], [-1.7006, -1.6594, 1.3090], [-0.1324, -0.0540, 0.2178], [0.2446, 0.0353, -0.0385], [-2.6427, 0.5257, -0.5584], [-0.3065, -1.1065, 0.0481], [1.8979, -0.7773, -1.4472], [0.4396, 0.0672, -1.4523], [-0.0039, -0.2481, -0.0675], [0.0196, 0.2023, -0.0759], [-0.7592, -1.3672, 1.9107], [-0.2085, -0.0358, -0.2535], [-0.0357, -0.0037, -0.2534], [0.1478, -0.1308, -0.2693], [-0.0227, -0.0985, 0.2066], [0.0505, -0.0947, -0.3348], [0.0797, -0.1848, 0.0970], [0.0652, 0.1733, -0.1760], [-0.2400, 0.0237, -0.0758], [-0.0470, -0.2249, -0.0912], [0.1234, -0.2771, -0.1298], [-0.1348, -0.0806, -0.1620], [-0.1723, 0.1910, 0.0030]]
}



{
  "formula": "C11H29BrN2O5P2SSi",
  "method": "wB97M-V/def2-TZVPD",
  "charge": 0,
  "gap_ha": 0.3015,
  "smiles": "N=[PH2][Si@](Br)(CCCS)P(N)O.CCOC(C)=O.CCOC(C)=O",
  "de_lowest_kj_mol": 0.00,
  "homo_energy_ev": -7.8,
  "symbols": ["Br", "S", "P", "P", "Si", "O", "O", "O", "O", "O", "N", "N", "C", "C", "C", "C", "C", "C", "C", "C", "C", "C", "C", "H", "H", "H", "H", "H", "H", "H", "H", "H", "H", "H", "H", "H", "H", "H", "H", "H", "H", "H", "H", "H", "H", "H", "H", "H", "H", "H", "H", "H"],
  "positions_angstrom": [[-4.586097, 1.061480, 4.013657], [-2.302237, 3.495182, -1.318396], [-5.384851, 1.673127, 0.573801], [-2.885145, -1.066382, 1.758466], [-3.696770, 1.038494, 1.964126], [3.250643, 0.333157, -0.923004], [-2.734606, -1.292592, 0.140190], [2.392259, 0.732672, 1.049390], [-0.573864, -3.667849, 1.232984], [0.391324, -3.981315, -0.709820], [-5.411605, 3.247501, 0.414694], [-4.264409, -2.053592, 2.061673], [1.130070, -2.095889, 0.717525], [0.250539, -3.289237, 0.444346], [-1.291566, 2.052693, 0.839129], [1.225915, -3.521355, -1.777431], [5.488063, 0.341053, -1.912034], [-2.392497, 2.360988, 1.854793], [4.031295, 0.724498, -2.058923], [2.678590, -3.898286, -1.577243], [3.157138, 1.087505, 0.196821], [4.045215, 2.297760, 0.366304], [-1.845925, 1.907781, -0.575143], [-6.291778, 3.652995, 0.703704], [0.825965, -4.015604, -2.661294], [-6.567145, 1.087422, 1.065983], [-2.894663, 3.303260, 1.617594], [3.902687, 1.787972, -2.261430], [3.490093, 3.041001, 0.931452], [-1.099133, 1.481543, -1.244735], [-0.716470, 1.164504, 1.116301], [-5.080514, -1.774701, 1.524895], [1.515436, -1.603304, -0.168748], [3.094940, -3.427003, -0.687068], [2.773347, -4.977836, -1.463455], [5.957179, 0.853080, -1.071949], [3.269785, -3.585936, -2.438920], [-5.147023, 1.009714, -0.647164], [1.972510, -2.406389, 1.334813], [-0.585357, 2.886093, 0.834809], [-2.699813, 1.229943, -0.612007], [5.577835, -0.731684, -1.742655], [-2.494610, -2.218002, 0.019127], [6.037121, 0.597447, -2.818003], [3.581500, 0.186130, -2.891379], [0.550604, -1.370652, 1.281439], [-4.512456, -1.991621, 3.044084], [-3.560343, 3.564073, -0.862401], [1.100548, -2.447942, -1.924692], [4.915160, 2.000481, 0.951274], [-1.971352, 2.470886, 2.857183], [4.384465, 2.746737, -0.562663]],
  "forces_ev_per_a": [[-0.0576, -0.0630, -0.0334], [0.0072, 0.0990, -0.2825], [0.0267, 0.7389, 0.1061], [0.3474, -0.4890, 0.9887], [0.0198, 0.0630, -0.4712], [-0.0808, 0.0336, -0.0149], [-0.2505, 0.2933, -0.2592], [-0.0434, 0.0499, 0.0692], [-0.1398, -0.0575, -0.0788], [-0.0825, 0.0305, -0.0164], [-0.0459, -0.2045, 0.1044], [-0.1546, 0.5266, -0.0472], [-0.1574, 0.0703, -0.1881], [0.1148, 0.1155, 0.0848], [-0.0349, 0.1799, -0.1312], [0.0773, 0.0087, -0.0826], [-0.0115, -0.0254, 0.1002], [0.1277, -0.0133, 0.2211], [0.0753, 0.0043, -0.0798], [-0.0096, -0.0280, 0.1024], [0.1064, -0.0391, -0.0098], [-0.1256, 0.0775, -0.1402], [0.2089, -0.0114, 0.0126], [0.0116, 0.1862, -0.0900], [-0.0092, -0.0216, 0.0051], [-0.0020, -0.3162, -0.1152], [-0.0061, 0.0253, -0.0446], [0.0053, 0.0065, 0.0180], [0.0005, -0.0411, 0.0827], [0.0405, -0.0294, 0.0481], [-0.1291, -0.0917, 0.0368], [-0.0652, -0.1149, -0.0114], [0.0773, -0.0077, 0.0353], [0.0024, 0.0423, -0.0226], [0.0053, -0.0111, -0.0238], [0.0023, 0.0370, -0.0221], [-0.0050, -0.0024, -0.0200], [-0.1242, -0.3103, -0.0050], [0.0031, -0.0274, 0.0154], [0.0829, -0.0565, 0.0119], [0.0071, -0.0740, -0.0388], [0.0034, -0.0132, -0.0231], [0.2284, -0.2336, -0.1601], [-0.0028, -0.0010, -0.0178], [-0.0166, -0.0131, 0.0034], [-0.0007, -0.0458, 0.1018], [0.0523, -0.3086, 0.0650], [-0.1616, 0.0920, 0.1642], [0.0048, 0.0074, 0.0222], [0.0140, -0.0106, 0.0097], [0.0219, 0.0153, 0.0107], [0.0418, -0.0415, 0.0100]]
}



{
  "formula": "C11H29I2OP2SiZr",
  "method": "wB97M-V/def2-TZVPD",
  "charge": 3,
  "gap_ha": 0.1841,
  "homo_energy_ev": -17.4,
  "symbols": ["I", "I", "Zr", "P", "P", "Si", "O", "C", "C", "C", "C", "C", "C", "C", "C", "C", "C", "C", "H", "H", "H", "H", "H", "H", "H", "H", "H", "H", "H", "H", "H", "H", "H", "H", "H", "H", "H", "H", "H", "H", "H", "H", "H", "H", "H", "H", "H"],
  "positions_angstrom": [[4.187839, -1.947244, -2.565204], [4.595187, -3.990577, -0.730201], [0.238111, 0.124013, -0.766743], [-0.798465, -2.061239, -1.918178], [2.164835, 1.102658, 0.871761], [-1.896237, 1.526469, 0.789813], [2.034371, -2.444673, 0.303428], [-3.709534, 1.275908, 1.093275], [-1.219965, 2.518364, 2.235562], [-1.828847, -3.197215, -0.906710], [2.400718, 2.930260, 0.761876], [1.361895, -1.558952, -0.088488], [1.897049, 0.772048, 2.665200], [-1.767999, 2.630072, -0.781576], [0.233567, -3.340339, -2.697799], [3.851926, 0.426715, 0.827278], [-1.947243, -1.507821, -3.255139], [-1.075724, -0.165452, 0.920499], [-2.563038, -0.680594, -2.880402], [-1.626004, -1.112192, 1.072634], [0.947854, -2.900829, -3.397389], [-2.471451, -3.749982, -1.604882], [0.809316, -3.889715, -1.945847], [-2.593593, -2.347559, -3.544773], [4.477709, 0.995017, 1.521075], [-0.475531, -0.060642, 1.841016], [-4.187241, 2.271770, 1.177654], [3.009799, 3.255112, 1.617742], [-2.286920, 2.208570, -1.662123], [-3.835460, 0.717570, 2.039705], [-1.366503, 1.965194, 3.169530], [-1.371314, -1.153496, -4.119444], [-0.763721, 2.969412, -1.100269], [-1.801431, 3.444179, 2.263437], [-1.178751, -3.902601, -0.375189], [3.837153, -0.627878, 1.127089], [-4.204578, 0.694409, 0.295711], [-2.326125, 3.531969, -0.452652], [2.529264, 1.497101, 3.190214], [0.853609, 0.879579, 2.979710], [-0.386965, -4.058924, -3.241060], [4.269278, 0.487220, -0.183417], [2.922948, 3.150677, -0.176169], [1.438536, 3.456523, 0.765740], [-2.455519, -2.658069, -0.188944], [-0.160980, 2.775899, 2.190086], [2.238176, -0.250717, 2.862562]],
  "forces_ev_per_a": [[-0.0334, -0.7553, 0.8461], [-0.0584, 0.9111, -0.9499], [-2.3977, 2.3625, 0.0491], [-0.8231, -2.2716, -0.8712], [1.3799, 0.2577, 1.6251], [-1.7952, 1.8736, 1.3687], [-4.0161, 4.5544, -1.6935], [-0.2459, -0.4450, -0.1222], [0.1929, -0.2890, -0.4063], [-0.0664, 0.5650, 0.5453], [-0.4412, -0.2510, -0.6029], [4.7886, -6.1059, 2.7561], [-0.7152, -0.1346, -0.3256], [0.7576, -1.1065, -0.4606], [0.8445, 0.3541, -0.2363], [0.0966, -0.2717, -0.9510], [0.4465, 0.7184, 0.3234], [2.2210, -1.5554, -0.9406], [-0.1128, -0.1907, -0.2058], [-0.2664, 0.6864, -0.3410], [-0.0431, -0.0725, -0.0368], [0.2036, 0.1271, 0.1331], [-0.1140, 0.1117, -0.0042], [0.2305, 0.1594, 0.1355], [-0.1301, -0.0144, -0.0467], [-0.0925, 0.0196, -0.1706], [0.1448, -0.5131, -0.0191], [-0.1538, -0.1933, -0.2180], [0.0788, 0.2779, 0.2809], [-0.0537, 0.3552, -0.3618], [-0.1702, 0.1250, -0.0746], [-0.1724, -0.1224, 0.1156], [-0.2289, 0.1827, 0.0156], [0.1046, -0.0042, 0.1732], [-0.1489, 0.1851, -0.0725], [0.0420, 0.2359, -0.0200], [0.0724, 0.3196, 0.2982], [0.3487, -0.4242, -0.1291], [-0.1174, -0.2160, 0.0166], [0.3893, 0.1014, 0.1001], [-0.1616, 0.2015, 0.1197], [0.1027, 0.0235, 0.2123], [-0.0293, 0.0949, 0.1997], [0.2703, -0.0257, 0.0594], [-0.0010, -0.2433, -0.1659], [-0.0507, 0.1656, -0.0407], [-0.0758, 0.2365, 0.0934]]
}



| no. | DFT total energy (Ha) |
| --- | --- |
| 1 | -2557.421644 |
| 2 | -2761.815468 |
| 3 | -4866.697634 |
| 4 | -2125.331098 |